Formula: C5H9N3
Source: OMol25
Level of theory: ωB97M-V with the def2-TZVPD basis set

The geometry in XYZ format:
```
17
Properties=species:S:1:pos:R:3:forces:R:3
C 0.6821 1.2061 -0.7023 0.20 3.68 -0.67
C 0.7296 -0.0145 0.0650 -0.41 -2.91 -0.55
N 2.1551 -0.5575 -0.0872 -0.96 -1.66 2.63
C -0.1806 -1.1501 -0.1739 -1.10 -2.45 -2.49
N -1.3951 -0.8906 -1.0370 4.70 -4.74 -1.73
C -2.1665 -0.2433 -0.3894 -5.02 5.44 -0.24
N -1.7104 0.4432 0.6845 1.80 -0.40 6.58
C -0.3681 -0.3700 1.1321 1.91 1.49 0.56
H -0.1198 1.3121 -1.4891 0.69 -0.39 0.99
H 1.6744 1.0252 -1.2549 -1.36 1.80 0.40
H 0.5389 2.2309 0.0400 0.94 -2.79 -2.24
H 2.4069 -1.4758 0.4658 -1.14 2.26 -1.19
H 2.6337 0.1636 0.4003 1.47 0.58 0.44
H 0.2579 -2.2069 -0.5444 -0.82 2.44 1.73
H -3.0527 0.2697 -0.9357 0.84 -1.29 1.27
H -2.3081 0.6223 1.5851 1.07 -0.54 -2.65
H 0.2227 -0.3644 2.2412 -2.80 -0.53 -2.83
```
Positions in Å, forces in eV/Å.

The HOMO energy is -8.559 eV. The calculation puts the energy above the lowest of the compared OMol25 structures with the same formula, charge and spin at 516.4 kJ/mol. The calculated total energy is -9796.1145 eV.